# 1
The following is a DFT calculation (ωB97M-V with the def2-TZVPD basis set) of a molecular structure, C6H12CsF6N2O5S2 at a distorted geometry.

The calculation puts the HOMO energy at -12.55 eV. Its frontier orbital gap is 8.5393 eV. The total energy is -58142.68682 eV. As for the charge: +1. Its LUMO energy is -0.1473 hartree.

Structure (XYZ):
```
34
Properties=species:S:1:pos:R:3:forces:R:3
Cs -0.46789 -1.19248 -0.02296 6.25 -4.02 -2.73
C -1.27942 -2.00166 -3.60948 1.57 0.19 -1.32
F -2.25819 -1.49421 -2.85358 0.04 -0.47 0.18
F -1.62156 -3.12819 -4.22868 -0.24 0.35 1.11
F -0.98070 -1.12493 -4.55862 -0.20 0.35 0.06
S 0.33745 -2.27493 -2.63231 0.04 -3.13 -3.41
O -0.12444 -3.00099 -1.45801 0.38 -1.79 -2.34
O 1.23820 -3.05060 -3.53127 -2.23 2.72 2.12
N 0.73449 -0.63049 -2.26549 -2.46 -2.53 -2.14
S 2.24300 -0.82739 -2.17940 6.57 4.38 -3.32
O 2.65305 -1.83108 -1.28648 0.31 -1.88 2.01
O 3.00215 -0.69167 -3.43832 -1.82 0.00 2.65
C 2.74499 0.79218 -1.18951 1.74 -0.71 -4.26
F 4.08313 0.73450 -1.04258 -1.24 0.14 0.41
F 2.49535 1.92920 -1.95090 -0.27 -1.23 1.75
F 2.16574 0.84662 -0.00564 -0.55 0.69 1.14
C 0.84093 1.98656 3.39582 -2.88 -1.13 -0.27
C 0.16769 1.17693 2.22076 1.52 -0.68 -1.42
C -1.18533 0.47032 2.44224 -0.88 1.21 0.71
O -1.65328 -0.13064 1.23560 -6.88 5.25 6.85
C -2.97674 -0.71839 1.26660 -1.07 0.17 -0.04
N -0.03759 2.06684 0.94503 -0.96 0.41 2.46
H 0.83346 2.45222 0.60911 0.32 -0.12 -0.57
H -0.63603 1.61647 0.26743 0.43 -0.52 -0.74
H -0.63226 2.81921 1.26188 -0.05 0.89 0.09
H -0.05114 2.16666 3.99572 -0.02 1.39 0.19
H 1.35499 2.88287 3.04873 0.08 -0.25 0.35
H 1.32819 1.35724 4.14056 0.91 -0.16 -0.84
H 0.90140 0.48104 1.81392 -0.08 -0.23 0.40
H -1.96180 1.20410 2.65850 0.16 0.43 0.61
H -1.17958 -0.22244 3.28376 0.36 -0.19 -0.07
H -3.08448 -1.59618 1.90377 0.55 0.07 0.24
H -3.20895 -1.03692 0.25038 0.26 0.01 -0.09
H -3.78481 -0.02977 1.51341 0.36 0.38 0.24
```
Positions in Å, forces in eV/Å.

# 2
The following is a DFT calculation (ωB97M-V with the def2-TZVPD basis set) of a gas-phase ion, C6H12FN2 (charge +1) at a distorted geometry.

Its SMILES is CN1CC[N@@+]2(C)[C@@H]1[C@@H]2F. The calculation puts the HOMO energy at -13.81 eV. Its frontier orbital gap is 11.1946 eV. The total energy is -12104.57236 eV. As for the charge: +1. Its LUMO energy is -0.0962 hartree.

Structure (XYZ):
```
21
Properties=species:S:1:pos:R:3:forces:R:3
C -0.63134 -0.17960 -1.48511 -0.69 -4.15 -1.28
C 0.70204 -0.92392 -0.84816 -3.73 -0.69 0.18
C -0.77391 0.35278 0.72632 -0.56 -1.44 0.90
C -0.77886 -1.10615 1.09040 1.27 2.88 4.65
C -0.99606 2.10982 -0.96365 2.56 -1.07 0.91
C 1.70355 -0.59789 1.39955 4.87 0.11 2.49
N -1.18727 0.67111 -0.51711 0.76 3.60 -0.57
N 0.53214 -0.65655 0.60859 -0.28 -0.18 -1.82
F -0.66475 -1.18961 2.52486 -0.49 -0.33 -2.51
H -0.56794 0.31079 -2.50517 0.32 -0.79 1.39
H -1.37392 -1.04546 -1.55827 1.00 0.92 -0.58
H 0.71500 -2.02152 -1.08915 -0.28 1.06 0.42
H 1.56949 -0.52405 -1.18070 2.75 1.46 -0.74
H -0.76273 1.07841 1.56493 0.07 -0.58 -0.71
H -1.35052 -1.89538 0.70872 -0.41 -1.14 -0.84
H -0.00441 2.24827 -1.53177 -0.76 -0.24 1.55
H -1.62689 2.26656 -1.77602 -1.98 0.66 -0.68
H -1.07443 2.73375 -0.06601 -0.22 0.29 -0.77
H 1.72692 -0.08614 2.42246 -1.28 -1.09 -1.26
H 2.31121 -1.57037 1.50672 -1.67 0.92 -0.06
H 2.53266 0.02512 0.96855 -1.26 -0.21 -0.67
```
Positions in Å, forces in eV/Å.

# 3
The following is a DFT calculation (ωB97M-V with the def2-TZVPD basis set) of a molecular structure, C6H12FeN2OP at a distorted geometry.

The calculation puts the HOMO energy (alpha / beta) at -0.75 / -2.58 eV. Its frontier orbital gap (alpha / beta) is 3.6498 / 5.3347 eV. The total energy is -55117.02978 eV. As for the charge: -1. Its expectation value of S² is 6.05. As for the spin multiplicity: 5. Its LUMO energy (alpha / beta) is 0.1066 / 0.1012 hartree.

Structure (XYZ):
```
23
Properties=species:S:1:pos:R:3:forces:R:3
C 0.13503 -0.00277 -2.42262 0.66 -2.06 0.01
C -0.97056 -0.89308 -2.74560 0.94 0.55 0.64
C -0.66673 -2.21464 -2.31653 1.29 1.23 -0.13
C 0.65961 -2.21493 -1.80502 0.09 1.19 0.27
C 1.19286 -0.85654 -1.79860 -1.65 0.01 -1.38
Fe 1.21387 1.14378 -0.14362 -0.73 -0.39 -0.13
P -0.41634 2.89264 -0.34435 1.08 -0.78 0.16
H 0.32275 0.99662 -2.86635 -0.28 -0.66 0.50
H -1.89040 -0.62423 -3.26310 0.18 0.15 0.18
H -1.29383 -3.09134 -2.42542 -0.01 0.08 -0.01
H 2.24223 -0.51673 -1.62801 -0.83 -0.54 -0.18
H 1.17847 -3.12573 -1.49679 -0.04 0.41 0.15
H -1.60007 2.94704 0.46946 0.10 0.49 -0.33
H -0.93870 3.19880 -1.65266 -0.02 0.29 0.60
H 0.26848 4.10682 0.02615 -0.92 -0.24 -0.31
N 0.07420 0.93929 3.06960 -0.11 -0.35 -0.29
C 0.15370 -0.31061 2.51331 0.44 0.52 -2.19
N 0.02995 -1.31885 3.43031 -0.17 0.39 0.81
O 0.34333 -0.47740 1.28270 -0.33 0.17 2.48
H -0.12409 1.02052 4.04611 -0.05 0.35 0.09
H 0.08615 1.75334 2.45764 0.20 -0.44 0.16
H 0.08900 -2.29067 3.20500 0.09 0.00 -0.42
H -0.08888 -1.06131 4.40838 0.09 -0.37 -0.66
```
Positions in Å, forces in eV/Å.